{"formula": "C5H14", "method": "ωB97M-V with the def2-TZVPD basis set", "species": ["C", "C", "C", "H", "H", "H", "H", "H", "H", "H", "H", "C", "C", "H", "H", "H", "H", "H", "H"], "coordinates": [[1.355, 0.746, 1.889], [1.168, 2.216, 1.469], [0.380, -0.161, 1.131], [2.374, 0.508, 1.604], [1.206, 0.708, 2.965], [0.111, 2.463, 1.561], [-0.112, -0.924, 1.742], [-0.421, 0.393, 0.616], [0.898, -0.689, 0.343], [1.821, 2.863, 2.042], [1.385, 2.281, 0.405], [-2.106, -1.438, -1.957], [-0.632, -1.296, -2.326], [-2.294, -1.046, -0.960], [-2.820, -1.016, -2.652], [-2.372, -2.500, -1.805], [-0.057, -2.164, -1.997], [-0.163, -0.440, -1.854], [-0.478, -1.302, -3.403]], "lumo_energy_ev": 1.1643, "total_charge": 0, "smiles": "CCC.CC", "relative_energy_kj_mol": 33.0}